Record 1
A cluster of 7 separate species, C22H40BCl13I2NO2S in total, computed with the ωB97M-V functional and the def2-TZVPD basis.

## Properties
HOMO level = -5.6 eV
HOMO-LUMO gap = 7.43 eV
F_max = 0.019 hartree/bohr
Total charge = -1

Atoms and positions in Å:
C: 7.172 0.811 -1.716
C: 7.589 2.278 -1.943
C: 6.501 3.308 -1.620
O: 5.212 2.786 -1.831
C: 4.188 3.723 -1.452
B: 2.718 3.091 -1.754
C: 2.775 2.420 -3.273
C: 1.549 2.612 -4.081
O: 0.436 2.325 -3.835
Cl: 1.868 3.394 -5.730
N: 1.608 4.253 -1.748
C: 1.700 5.198 -1.044
S: 1.829 6.478 -0.101
C: 2.338 2.035 -0.541
I: 0.206 1.667 -0.311
C: 3.167 0.746 -0.606
C: 2.455 -0.552 -0.949
I: 4.288 0.452 1.228
H: 7.227 0.256 -2.651
H: 6.177 0.717 -1.302
H: 7.868 0.323 -1.033
H: 7.854 2.401 -2.992
H: 8.447 2.505 -1.313
H: 6.587 3.694 -0.596
H: 6.627 4.182 -2.275
H: 4.311 4.613 -2.085
H: 4.341 3.981 -0.399
H: 2.985 1.349 -3.285
H: 3.590 2.895 -3.815
H: 2.570 2.537 0.394
H: 3.940 0.875 -1.358
H: 1.926 -0.440 -1.896
H: 3.225 -1.309 -1.113
H: 1.808 -0.905 -0.154
Cl: 2.361 -3.860 -0.246
C: 1.088 -5.015 0.205
C: -0.232 -4.327 0.444
Cl: -0.201 -3.306 1.904
H: 1.423 -5.555 1.087
H: 0.991 -5.723 -0.617
H: -1.011 -5.074 0.593
H: -0.507 -3.695 -0.397
Cl: -5.701 1.699 -1.190
C: -4.751 2.708 -0.060
C: -3.316 2.263 0.027
Cl: -3.156 0.672 0.817
H: -5.240 2.666 0.909
H: -4.797 3.729 -0.434
H: -2.747 2.973 0.624
H: -2.855 2.194 -0.955
Cl: 1.451 8.843 2.927
C: 0.837 8.082 4.416
C: 1.079 6.595 4.446
Cl: 0.102 5.725 3.243
H: -0.223 8.309 4.492
H: 1.357 8.552 5.250
H: 0.804 6.205 5.425
H: 2.124 6.360 4.258
Cl: -7.730 -4.093 -0.720
C: -8.090 -2.378 -1.056
C: -7.551 -1.460 0.009
Cl: -8.410 -1.671 1.560
H: -9.168 -2.281 -1.154
H: -7.628 -2.135 -2.011
H: -7.686 -0.424 -0.295
H: -6.493 -1.630 0.189
Cl: 2.913 -8.371 -0.092
C: 4.673 -8.375 0.203
C: 5.071 -7.430 1.306
Cl: 4.850 -5.725 0.848
H: 5.166 -8.121 -0.731
H: 4.943 -9.394 0.477
H: 6.127 -7.569 1.533
H: 4.495 -7.612 2.210
Cl: -13.065 -5.312 1.074
C: -12.148 -4.308 2.229
C: -10.703 -4.721 2.326
Cl: -10.510 -6.320 3.094
H: -12.644 -4.375 3.194
H: -12.206 -3.281 1.875
H: -10.160 -4.005 2.939
H: -10.233 -4.761 1.347

Forces on atoms 1 to 3 (eV/Å):
0.536 0.023 0.029
-0.658 -0.173 0.042
-0.104 0.224 -0.149

Record 2
A cluster of 2 separate species, C7H14N in total, computed with the ωB97M-V functional and the def2-TZVPD basis.

## Properties
HOMO level = -12.2 eV
HOMO-LUMO gap = 6.71 eV
F_max = 0.007 hartree/bohr
ΔE to the lowest compared entry with this formula, charge and spin = 37.60 kcal/mol
Total charge = +1

Atoms and positions in Å:
C: -0.122 -1.483 -1.157
C: -0.770 -0.407 -1.563
C: 1.081 -3.426 -1.948
N: 0.414 -2.360 -2.146
H: 0.109 -1.770 -0.144
H: -0.957 -0.285 -2.625
H: -1.080 0.396 -0.911
H: 1.461 -3.968 -2.802
H: 1.246 -3.753 -0.930
H: 0.288 -2.056 -3.113
C: -1.242 2.398 1.822
C: -0.046 1.660 1.295
C: 0.787 2.228 0.428
C: 0.230 0.290 1.835
H: -2.178 2.024 1.400
H: -1.170 3.454 1.568
H: -1.324 2.330 2.908
H: 1.673 1.714 0.076
H: 0.621 3.231 0.059
H: 1.020 -0.204 1.266
H: -0.653 -0.351 1.829
H: 0.612 0.338 2.854

Forces on atoms 1 to 3 (eV/Å):
0.130 0.006 -0.024
0.108 0.007 -0.339
-0.090 0.067 0.086